{
  "formula": "C41H31InN3O8P",
  "method": "ωB97M-V with the def2-TZVPD basis set",
  "e_homo_ev": -6.877,
  "homo_lumo_gap_ev": 6.318,
  "relative_energy_kj_mol": 0.0,
  "e_lumo_ev": -0.56,
  "elements": ["In", "C", "O", "C", "C", "C", "C", "C", "C", "N", "N", "C", "O", "C", "C", "C", "C", "C", "C", "C", "O", "H", "H", "H", "H", "H", "H", "H", "H", "H", "H", "H", "H", "O", "C", "O", "C", "C", "C", "C", "C", "N", "C", "O", "O", "H", "H", "H", "H", "H", "O", "C", "C", "C", "C", "C", "C", "C", "P", "C", "C", "C", "C", "C", "C", "C", "C", "C", "C", "C", "C", "H", "H", "H", "H", "H", "H", "H", "H", "H", "H", "H", "H", "H", "H"],
  "coordinates": [[0.316, -0.953, 1.243], [0.973, 2.134, 4.915], [0.874, 3.051, 3.841], [1.715, 2.861, 2.764], [2.340, 3.979, 2.256], [3.239, 3.874, 1.196], [3.506, 2.642, 0.655], [2.800, 1.497, 1.061], [3.107, 0.255, 0.411], [2.352, -0.788, 0.385], [2.723, -1.884, -0.281], [2.005, -2.942, 0.031], [1.113, -2.980, 0.937], [2.261, -4.189, -0.724], [2.961, -4.225, -1.926], [3.122, -5.426, -2.596], [2.597, -6.600, -2.075], [1.897, -6.567, -0.880], [1.728, -5.370, -0.213], [1.852, 1.590, 2.122], [1.147, 0.592, 2.541], [0.414, 2.594, 5.732], [2.015, 2.001, 5.220], [0.561, 1.152, 4.673], [2.132, 4.940, 2.707], [3.743, 4.755, 0.829], [4.251, 2.538, -0.121], [4.073, 0.195, -0.102], [3.366, -3.309, -2.327], [3.656, -5.454, -3.535], [2.725, -7.535, -2.603], [1.479, -7.474, -0.470], [1.183, -5.324, 0.717], [-1.883, -2.916, -2.492], [-1.377, -2.421, -1.364], [-0.330, -1.822, -1.334], [-2.229, -2.649, -0.173], [-3.553, -3.042, -0.262], [-4.270, -3.192, 0.926], [-3.652, -2.919, 2.126], [-2.304, -2.524, 2.122], [-1.617, -2.427, 0.985], [-1.531, -2.129, 3.323], [-2.159, -2.061, 4.504], [-0.340, -1.895, 3.280], [-1.290, -2.729, -3.240], [-4.003, -3.217, -1.225], [-5.300, -3.513, 0.905], [-4.198, -3.022, 3.054], [-3.119, -2.094, 4.409], [-2.444, -0.170, 2.446], [-1.578, 0.335, 1.768], [-1.452, 1.758, 1.538], [-2.004, 2.613, 2.499], [-1.765, 3.968, 2.455], [-0.944, 4.483, 1.465], [-0.411, 3.653, 0.496], [-0.689, 2.291, 0.488], [-0.068, 1.139, -0.768], [0.753, 2.260, -1.955], [0.073, 3.338, -2.515], [0.729, 4.191, -3.380], [2.058, 3.967, -3.707], [2.727, 2.876, -3.180], [2.074, 2.021, -2.310], [-1.575, 0.757, -1.739], [-1.398, 0.478, -3.094], [-2.457, 0.059, -3.875], [-3.712, -0.111, -3.310], [-3.899, 0.155, -1.965], [-2.835, 0.576, -1.183], [-2.602, 2.182, 3.288], [-2.193, 4.616, 3.203], [-0.718, 5.539, 1.447], [0.253, 4.072, -0.245], [-0.965, 3.504, -2.260], [0.206, 5.046, -3.785], [2.566, 4.646, -4.373], [3.757, 2.697, -3.447], [2.585, 1.167, -1.897], [-0.415, 0.592, -3.528], [-2.304, -0.135, -4.927], [-4.539, -0.448, -3.917], [-4.879, 0.044, -1.521], [-3.007, 0.783, -0.137]],
  "mulliken_charge": [2.132, -0.707, -0.330, -0.101, -0.435, -0.924, -0.649, 1.128, -0.917, 0.973, -1.621, 0.431, -0.897, 0.582, -0.327, -0.718, -0.333, -0.748, -0.386, 0.938, -1.071, 0.268, 0.287, 0.170, 0.541, 0.402, 0.390, 0.490, 0.432, 0.391, 0.405, 0.400, 0.524, -0.528, 0.164, -0.189, 0.327, -0.880, -0.914, -0.996, 0.920, 0.429, 0.361, -0.508, -0.565, 0.489, 0.612, 0.457, 0.304, 0.359, -0.535, 0.186, 0.492, -1.260, -0.759, -0.973, -0.185, 0.637, 1.325, 0.207, -0.373, -0.832, -0.644, -0.666, -0.655, 0.529, -0.609, -0.863, -0.500, -0.739, -0.581, 0.485, 0.412, 0.438, 0.438, 0.538, 0.434, 0.415, 0.473, 0.466, 0.488, 0.436, 0.410, 0.501, 0.304]
}



{
  "formula": "C4H10N7S",
  "method": "ωB97M-V with the def2-TZVPD basis set",
  "charge": 1,
  "e_homo_ev": -12.457,
  "homo_lumo_gap_ev": 9.204,
  "relative_energy_kj_mol": 0.0,
  "e_lumo_ev": -3.25,
  "elements": ["C", "C", "C", "C", "N", "N", "N", "N", "N", "N", "N", "S", "H", "H", "H", "H", "H", "H", "H", "H", "H", "H"],
  "coordinates": [[-1.113, -1.350, -0.153], [-1.923, 2.400, -0.349], [0.826, 0.395, 0.775], [3.371, 0.880, -0.527], [-1.647, -0.193, 0.148], [-0.938, 2.048, 0.250], [-0.524, 0.940, 0.650], [0.064, -1.745, 0.464], [-2.614, 0.345, -0.549], [-1.819, -2.196, -0.864], [0.712, -0.888, 1.303], [1.625, 0.516, -0.844], [-2.642, 3.098, -0.250], [1.425, 0.947, 1.544], [3.610, 1.872, -0.707], [4.001, 0.222, -1.214], [3.747, 0.576, 0.579], [0.797, -2.243, -0.012], [-3.370, 0.465, 0.030], [-2.581, -2.043, -1.414], [-1.329, -3.119, -1.145], [0.322, -0.928, 2.286]],
  "mulliken_charge": [0.396, 0.013, -0.283, -0.829, 0.518, -0.441, 0.305, -0.199, -0.997, -0.337, -0.377, 0.000, 0.400, 0.530, 0.320, 0.322, 0.278, 0.333, 0.257, 0.232, 0.266, 0.293]
}